ORCA calculation (ωB97M-V/def2-TZVPD) on a gas-phase ion, C2H7N3P (charge +1) in a non-equilibrium geometry.

XYZ file:
```
13
Properties=species:S:1:pos:R:3:mulliken_charge:R:1
P 1.094 -0.475 1.491 0.45
N -0.984 0.496 0.058 -0.01
N -0.373 -0.584 1.829 -0.37
N -2.191 0.182 -0.173 -0.23
C 1.386 0.231 -0.263 -0.89
C 0.038 0.083 -0.883 -0.39
H 2.095 -0.133 -0.992 0.44
H 1.769 1.151 -0.019 0.44
H 0.054 -1.051 -1.210 0.31
H -0.294 0.613 -1.766 0.44
H -2.326 -0.724 -0.585 0.28
H -2.762 0.489 0.594 0.32
H 2.493 -0.278 1.920 0.19
```

total charge: +1
Kohn-Sham gap: 8.48 eV
E_HOMO: -0.52199 Ha
structure (SMILES): N#[PH]CCN=[NH2+]
spin multiplicity: 1


ORCA calculation (ωB97M-V/def2-TZVPD) on a gas-phase ion, C10H15N2O (charge +1) in a non-equilibrium geometry.

XYZ file:
```
28
Properties=species:S:1:pos:R:3:mulliken_charge:R:1
O -2.025 0.580 1.712 -0.41
N -0.072 -0.323 -1.010 0.20
N 1.473 -0.601 0.634 -0.15
C -1.349 1.157 0.948 0.52
C 0.787 1.708 -1.936 -0.68
C 0.047 -3.215 1.004 -1.12
C -0.453 -2.034 0.570 -0.42
C 0.370 -0.970 0.072 0.99
C 0.044 1.099 -1.078 -0.45
C -1.088 -0.929 -1.834 -1.25
C 1.826 -0.968 2.014 -0.98
C -0.831 3.295 0.059 -1.73
C -0.756 1.770 -0.071 0.76
H -2.070 -0.532 -1.657 0.41
H -0.895 -0.670 -2.846 0.33
H 1.104 1.160 -2.819 0.29
H -1.079 -1.962 -1.786 0.60
H 0.958 -1.641 2.312 0.46
H -0.526 -3.958 1.281 0.40
H 1.909 0.342 0.299 0.39
H -0.958 3.555 -1.038 0.31
H 2.857 -1.383 2.050 0.27
H -1.553 -1.927 0.350 0.47
H 0.945 2.827 -2.049 0.34
H 0.107 3.536 0.431 0.41
H 1.194 -3.479 1.054 0.26
H 1.644 -0.107 2.598 0.36
H -1.609 3.670 0.734 0.42
```

total charge: +1
Kohn-Sham gap: 8.02 eV
E_HOMO: -0.44432 Ha
structure (SMILES): C=C/C(=[NH+]\C)N(C)C(=C)C(C)=C=O
spin multiplicity: 1


ORCA calculation (ωB97M-V/def2-TZVPD) on 16 unconnected molecules or ions with the total composition C64H176N16O16 in a non-equilibrium geometry.

XYZ file:
```
272
Properties=species:S:1:pos:R:3:mulliken_charge:R:1
O -9.201 8.593 0.321 0.43
O -5.020 -1.368 -2.381 -0.60
O -5.376 4.064 7.471 -0.44
O -11.573 -0.889 -1.437 0.33
O -6.309 1.931 -5.981 0.37
O -12.454 3.495 0.312 -0.40
O -11.174 2.370 6.071 -0.50
O -4.827 2.800 2.158 -0.23
O -8.183 7.902 4.560 1.51
O -8.259 -0.153 1.913 0.21
O -6.161 7.046 -4.602 -0.58
O -8.184 3.027 -1.362 0.58
O -4.637 10.763 4.713 -0.55
O -11.612 4.014 -5.492 -0.54
O -9.018 -1.476 -6.253 0.46
O -4.220 8.643 0.457 -0.86
N -4.870 -4.142 -2.939 -0.77
N -1.920 5.098 2.791 -0.74
N -9.208 12.233 0.597 -0.80
N -6.824 7.468 7.083 0.01
N -7.576 2.858 2.282 0.51
N -11.852 -2.661 -4.760 -0.64
N -3.224 0.770 -7.567 -0.76
N -3.052 7.821 2.976 0.47
N -10.483 4.699 -1.992 0.87
N -7.396 -2.768 4.577 -0.75
N -2.983 11.133 -2.040 -0.74
N -9.994 -2.390 -9.782 -0.80
N -11.880 5.900 3.096 -0.20
N -8.891 9.658 7.001 -0.66
N -3.384 6.091 -3.859 -0.68
N -9.252 4.769 3.915 3.70
C -8.592 10.966 0.474 0.28
C -3.918 9.928 3.738 -0.22
C -10.835 4.566 -4.427 0.07
C -7.493 2.572 -0.178 -0.93
C -4.441 0.694 -6.812 0.78
C -9.926 5.282 6.061 -1.17
C -12.844 -1.091 -0.854 -1.10
C -3.837 11.758 0.144 -1.27
C -3.559 4.462 4.350 0.00
C -7.805 -1.445 4.089 0.85
C -11.525 -1.151 -2.806 -0.91
C -9.278 -2.351 -7.292 -1.16
C -7.603 4.934 0.871 0.46
C -11.274 -1.005 -8.001 -1.22
C -5.206 7.585 0.309 0.77
C -5.831 10.261 5.229 0.18
C -5.766 6.541 7.032 2.44
C -4.291 1.429 2.210 -0.84
C -11.425 4.293 -2.993 1.56
C -9.507 8.179 -1.006 -1.13
C -10.753 3.124 4.893 -0.37
C -7.978 -0.471 -6.424 -0.45
C -6.151 -1.974 -3.013 -0.28
C -10.157 1.484 6.539 -0.12
C -2.851 4.046 3.048 0.00
C -3.587 8.475 4.148 2.18
C -6.920 -0.442 4.789 -1.13
C -7.929 3.461 1.029 1.88
C -4.330 4.281 -2.658 -0.91
C -3.234 10.634 -0.671 0.44
C -5.288 -0.346 -1.498 -0.56
C -5.677 -3.263 -3.801 0.38
C -9.595 9.857 0.872 -0.69
C -11.099 9.766 5.981 -1.86
C -8.053 2.320 -2.573 -0.20
C -4.872 6.839 8.200 -1.81
C -7.617 7.618 3.305 -1.25
C -12.384 5.374 1.889 -0.53
C -4.204 0.059 -5.435 -1.14
C -11.511 2.562 -5.706 -0.60
C -10.580 -3.550 -2.891 -1.32
C -4.598 5.299 -3.806 1.19
C -2.600 8.473 5.315 -1.83
C -9.599 4.132 5.165 0.90
C -7.654 -1.267 2.562 -1.30
C -6.791 -3.930 -4.656 -1.29
C -11.708 -2.609 -3.357 0.34
C -12.076 3.888 1.613 0.56
C -3.849 3.829 1.921 0.13
C -11.825 2.262 -0.110 -0.39
C -5.767 2.736 7.264 -0.55
C -9.166 8.862 4.612 -0.87
C -9.647 -0.332 1.743 -0.69
C -9.774 8.984 6.068 0.68
C -11.735 6.314 0.841 -1.21
C -12.819 4.883 -2.743 -1.95
C -7.114 3.073 -6.202 -1.05
C -7.373 7.761 -4.421 -0.56
C -9.863 -1.594 -8.521 0.55
C -5.896 6.091 -3.552 1.19
C -6.331 5.101 7.125 -0.37
C -4.082 9.346 -0.741 -0.65
C -7.165 10.952 1.212 -0.28
C -5.097 2.128 -6.666 -1.24
H -8.603 5.535 4.021 -1.02
H -7.839 1.884 2.320 -0.47
H -6.216 10.937 5.992 0.35
H -2.453 10.425 -2.528 0.28
H -2.921 8.933 6.250 0.30
H -2.323 10.270 -0.197 0.24
H -5.083 -0.155 -4.827 0.03
H -6.809 2.505 7.485 0.27
H -6.387 -2.750 4.619 0.28
H -5.124 6.726 6.171 -1.46
H -3.516 0.660 -4.840 0.24
H -8.182 0.017 -7.377 0.24
H -4.503 4.695 1.817 -0.85
H -5.659 2.434 6.222 0.04
H -2.335 11.884 -1.852 0.29
H -12.286 1.783 -0.974 0.08
H -12.919 5.923 -3.055 0.32
H -8.105 1.234 -2.489 0.36
H -11.930 7.346 1.133 0.60
H -9.198 8.844 -1.812 0.51
H -10.633 9.957 0.554 0.45
H -9.170 9.407 7.938 0.31
H -7.925 9.364 6.986 0.15
H -10.900 5.649 -4.531 0.42
H -4.671 4.740 -4.739 -0.39
H -4.131 11.504 1.162 0.14
H -6.992 -0.931 -6.493 0.09
H -5.832 6.711 -2.658 -0.34
H -4.431 7.830 8.304 0.37
H -12.438 3.205 2.381 0.78
H -6.590 10.333 4.451 -0.20
H -5.095 -2.845 -4.623 0.00
H -6.416 2.670 -0.311 0.40
H -9.960 8.639 3.900 0.04
H -4.749 6.809 -0.305 0.15
H -4.498 7.982 4.488 -1.46
H -12.500 5.520 3.797 0.46
H -4.607 9.860 2.896 -0.13
H -10.716 -4.593 -3.177 0.46
H -11.206 -0.289 -7.182 0.13
H -6.701 10.001 0.952 -0.35
H -6.307 -4.830 -5.036 0.44
H -9.426 12.303 1.581 0.34
H -9.547 4.319 -1.999 -0.46
H -12.243 2.070 -5.066 0.32
H -11.748 -0.545 -8.868 0.43
H -2.302 3.131 3.271 0.50
H -3.655 8.691 -1.501 0.17
H -12.684 -2.933 -2.996 0.35
H -10.001 -3.092 -6.950 0.40
H -10.444 -3.529 -1.810 0.39
H -6.949 6.762 3.402 0.50
H -8.364 7.314 2.572 0.19
H -4.275 0.023 -1.336 0.27
H -10.530 2.107 -5.564 0.15
H -10.986 3.870 1.607 -0.52
H -1.225 5.280 3.500 0.41
H -10.703 5.950 5.689 0.26
H -7.920 -2.206 2.078 0.52
H -8.402 -2.926 -7.594 0.54
H -6.641 -1.285 -3.700 -0.18
H -10.217 -0.568 2.642 0.44
H -7.961 5.468 1.750 -0.73
H -5.030 9.630 -1.197 0.21
H -8.076 0.226 -5.592 -0.18
H -5.686 9.271 5.663 0.01
H -13.204 4.772 -1.729 0.32
H -5.258 2.563 -7.652 0.62
H -5.194 3.616 -2.659 -0.31
H -7.560 8.317 -5.340 0.37
H -7.141 5.010 7.849 0.50
H -12.815 -1.128 0.235 0.30
H -5.541 -4.720 -2.455 0.31
H -9.056 5.937 6.117 -0.24
H -11.868 2.448 -6.730 0.36
H -9.985 0.621 5.896 0.07
H -7.599 -4.375 -4.075 0.35
H -7.129 2.497 -3.123 -0.47
H -13.577 -0.301 -1.017 0.41
H -10.856 4.511 -1.073 -0.81
H -7.645 -3.520 3.951 0.26
H -5.884 -0.590 4.482 0.53
H -5.193 0.845 2.391 -0.03
H -2.169 8.247 2.736 0.33
H -12.153 6.150 -0.152 0.14
H -8.841 -1.362 4.418 0.06
H -3.299 3.716 0.987 0.38
H -11.484 3.208 -2.905 -0.21
H -6.533 5.130 0.799 -0.32
H -5.134 0.117 -7.424 0.14
H -8.370 12.794 0.545 0.38
H -7.086 -3.194 -5.403 0.17
H -13.288 -2.061 -1.079 0.32
H -2.442 5.960 2.859 0.18
H -8.083 5.311 -0.032 -0.40
H -11.935 -3.620 -5.066 0.32
H -4.195 4.816 -1.717 0.13
H -9.820 -1.260 1.198 0.42
H -10.040 4.943 7.091 0.49
H -6.593 -1.321 2.322 0.27
H -4.512 -3.508 -2.238 0.34
H -13.515 4.378 -3.412 0.46
H -6.862 -2.279 -2.245 0.82
H -7.729 3.277 -5.325 0.01
H -10.761 2.350 -0.332 -0.08
H -9.016 3.372 1.043 -0.94
H -3.995 6.203 8.076 0.35
H -7.299 7.445 6.191 -0.62
H -8.658 9.779 4.312 0.37
H -7.367 10.974 2.283 0.08
H -1.729 9.083 5.073 0.50
H -10.074 -1.852 -10.632 0.29
H -11.896 1.495 0.661 0.50
H -6.603 3.972 -6.547 0.49
H -11.114 -2.193 -5.267 0.13
H -11.698 9.427 5.136 0.37
H -10.885 10.811 5.755 0.37
H -11.606 3.658 4.474 -0.20
H -4.025 5.432 4.180 -0.29
H -11.925 -1.750 -7.543 0.27
H -4.480 2.889 -6.188 0.22
H -6.128 8.010 -0.089 0.48
H -3.884 1.080 1.261 0.31
H -3.410 1.215 -8.455 0.29
H -6.651 11.783 0.727 0.39
H -2.988 4.489 5.278 0.60
H -2.542 5.534 -3.876 0.22
H -10.581 8.021 -1.106 0.28
H -5.497 7.287 1.317 -1.00
H -5.650 -0.743 -0.550 0.38
H -5.936 0.408 -1.943 0.22
H -4.347 3.745 4.581 -0.42
H -7.834 2.953 -7.011 0.30
H -7.527 7.201 7.757 0.57
H -10.926 5.707 3.367 -0.55
H -10.502 2.445 4.078 0.27
H -10.443 1.130 7.529 0.37
H -7.003 -0.572 5.868 0.46
H -9.049 7.205 -1.178 0.04
H -7.718 1.532 0.060 0.47
H -9.632 -3.243 -3.333 0.03
H -8.697 3.648 5.539 0.43
H -9.986 0.543 1.190 -0.32
H -3.700 1.219 3.102 0.34
H -2.193 7.481 5.509 0.36
H -8.511 10.701 -0.580 0.13
H -9.800 4.224 -4.453 -0.41
H -3.131 12.587 0.200 0.53
H -3.706 -0.898 -5.591 0.48
H -10.563 -0.817 -3.195 0.13
H -10.073 8.058 6.558 0.15
H -13.460 5.529 1.814 0.70
H -12.305 -0.603 -3.334 0.39
H -4.725 12.163 -0.340 0.34
H -6.568 2.821 2.333 -0.02
H -8.681 4.083 3.441 -1.79
H -9.275 -0.740 -8.856 0.18
H -9.240 2.065 6.631 -0.03
H -6.774 5.451 -3.464 -0.36
H -5.051 2.098 7.782 0.35
H -8.846 2.564 -3.280 -0.35
H -3.581 7.974 2.129 -0.38
H -7.284 0.552 4.528 -0.14
H -3.424 6.706 -4.660 0.28
H -7.179 8.511 -3.655 0.21
H -10.650 6.230 0.912 -0.13
H -9.085 -2.815 -9.898 0.26
H -7.051 8.507 3.027 -0.65
H -11.750 9.703 6.853 0.39
H -6.787 4.879 6.161 0.07
H -3.560 3.516 -2.752 0.63
H -3.031 -0.203 -7.757 0.31
H -5.346 6.545 9.137 0.42
H -3.025 10.470 3.425 0.44
H -9.695 9.845 1.957 -0.04
H -8.243 7.210 -4.065 0.12
```

Kohn-Sham gap: 8.69 eV
E_HOMO: -0.30927 Ha
spin multiplicity: 1


ORCA calculation (ωB97M-V/def2-TZVPD) on 2 unconnected molecules or ions with the total composition C4H5N2 in a non-equilibrium geometry.

XYZ file:
```
11
Properties=species:S:1:pos:R:3:mulliken_charge:R:1
N 1.847 -0.520 -1.024 0.14
N -1.229 -0.101 1.911 -0.14
C -3.319 0.745 0.858 -0.39
C 1.180 -0.847 -0.160 -0.40
C -2.280 0.373 1.345 0.56
C 2.701 -0.495 -2.006 -0.33
H -0.617 0.316 2.539 0.27
H -0.918 -0.945 1.415 0.31
H -3.856 1.475 0.320 0.38
H 2.336 -0.560 -3.024 0.29
H 3.688 -0.788 -1.779 0.31
```

total charge: +1
Kohn-Sham gap (alpha / beta): 11.35 / 3.82 eV
E_HOMO (alpha / beta): -0.56309 / -0.44738 Ha
spin multiplicity: 1


Table of energy relative to the best compared isomer or geometry (same formula, charge and spin) (kJ/mol), in record order: 665.1; 228.3; 513.1; 508.1